Density functional theory data (the ωB97M-V functional and the def2-TZVPD basis) for a structure of composition C34H39N5NiO3P2S in a non-equilibrium geometry.

* multiplicity: 3
* F_max: 2.6 eV/A
* LUMO (alpha / beta): -0.30 / -0.46 eV
* E_HOMO (alpha / beta): -0.2186 / -0.2904 Eh
* energy relative to the best compared isomer or geometry (same formula, charge and spin): 87.3 kcal/mol
* frontier orbital gap (alpha / beta): 5.6 / 7.4 eV

```
85
Properties=species:S:1:pos:R:3:lowdin_charge:R:1
Ni -0.2636 1.8877 -2.0314 0.413
C -1.1900 1.7591 -4.3014 -0.158
C -1.3782 0.4171 -4.2843 -0.114
C -0.4811 -0.6177 -4.9024 -0.188
C 0.9985 -0.2385 -5.1106 -0.202
C 1.6370 0.4179 -3.9227 -0.182
C 1.2472 1.6171 -3.3169 -0.362
C 1.0042 2.8384 -4.1690 -0.207
C -0.1928 2.5559 -5.1098 -0.168
C 1.4358 0.6299 1.3776 -0.208
H -2.0356 2.3802 -3.9789 0.098
H -2.3631 0.0106 -3.9925 0.102
H -0.8968 -0.9296 -5.8800 0.121
H -0.5432 -1.5282 -4.2896 0.093
H 1.5328 -1.2016 -5.2373 0.110
H 1.1154 0.2783 -6.0778 0.103
H 2.6517 0.0033 -3.7318 0.093
H 1.6847 1.8438 -2.3259 0.054
H 1.9037 3.0835 -4.7787 0.119
H 0.7721 3.6792 -3.5068 0.101
H -0.6291 3.5356 -5.3671 0.112
H 0.1270 2.0375 -6.0351 0.107
H 0.4064 0.8897 1.3221 -0.061
H 1.9845 1.6046 1.6299 0.085
H 1.5255 -0.0525 2.2552 0.083
P 2.1765 -0.0773 -0.0898 1.022
P -0.8713 -0.9263 0.3085 1.099
N 3.4277 1.0441 -0.6726 -0.182
N 3.1883 -1.2405 0.5967 -0.209
N -1.8053 0.4954 -0.4441 -0.173
N -2.1193 -1.8879 0.8301 -0.281
C 1.3500 -1.0042 -1.4077 -0.315
C -0.0735 -1.6013 -1.1862 -0.329
C 3.6134 2.4117 -0.3370 -0.112
C 4.6682 2.9077 -1.1084 -0.067
C 5.1481 1.8279 -1.9340 -0.066
C 4.3873 0.6992 -1.6503 -0.121
C 4.1238 -0.9894 1.6240 -0.092
C 4.8144 -2.1500 1.8619 -0.070
C 4.3452 -3.1441 0.9802 -0.075
C 3.3492 -2.5954 0.2116 -0.098
C -1.3775 1.8124 -0.0094 -0.194
C -2.1285 2.7645 -0.7335 -0.084
C -2.9866 2.0143 -1.5984 -0.108
C -2.7633 0.6371 -1.4321 -0.135
C -3.4431 -2.0398 0.4077 -0.110
C -4.1705 -2.6656 1.4324 -0.056
C -3.2465 -2.8915 2.5317 -0.081
C -2.0121 -2.4310 2.1340 -0.134
H 2.0066 -1.7974 -1.7712 0.082
H 1.2598 -0.3709 -2.3259 0.026
H -0.7075 -1.4803 -2.0829 0.064
H -0.0112 -2.7121 -1.1053 0.098
H 2.9840 2.8663 0.4320 0.099
H 5.0288 3.9220 -1.0750 0.095
H 5.9475 1.9115 -2.6474 0.095
H 4.4707 -0.3049 -2.0369 0.110
H 4.0944 -0.0164 2.1051 0.119
H 5.5713 -2.2477 2.6044 0.099
H 4.6755 -4.1462 0.8782 0.094
H 2.6481 -3.0233 -0.4941 0.096
H -1.1597 1.8833 1.0853 0.113
H -2.1545 3.8347 -0.4841 0.119
H -3.7373 2.4516 -2.2140 0.096
H -3.3080 -0.2300 -1.8503 0.114
H -3.7539 -1.6824 -0.5380 0.069
H -5.2304 -2.9183 1.4261 0.095
H -3.4984 -3.3298 3.4937 0.103
H -1.0760 -2.3869 2.6541 0.103
O 0.0764 1.1358 6.3353 -0.323
S -0.3494 0.0454 5.4951 0.606
O 0.4923 -1.1358 5.4742 -0.342
N -0.7633 0.5291 3.9757 -0.070
C -2.0798 0.4142 3.6906 -0.550
O -2.5781 0.6976 2.5837 -0.027
C -2.8447 -0.1709 4.8339 -0.154
C -4.1723 -0.5955 4.8681 -0.026
C -4.6626 -1.2146 6.0207 -0.079
C -3.8177 -1.4035 7.1376 -0.070
C -2.4667 -0.9925 7.0808 -0.031
C -2.0134 -0.4019 5.9001 -0.232
H -4.7911 -0.4414 3.9802 0.119
H -5.7010 -1.5592 6.0573 0.101
H -4.2286 -1.8607 8.0434 0.100
H -1.7975 -1.1399 7.9198 0.115
```